No. 1
Density functional theory data (the ωB97M-V functional and the def2-TZVPD basis) for a structure of composition C5H10Cl4FO3Pd.

## Properties
Frontier orbital gap (alpha / beta), Ha: 0.2443 / 0.1354
HOMO level (alpha / beta), eV: -12.98 / -12.98
E, a.u.: -2490.3383
Charge: +1
F_max, eV/A: 2.91
LUMO level (alpha / beta), eV: -6.332 / -9.295
Spin multiplicity: 3
Energy above the lowest of the compared OMol25 structures with the same formula, charge and spin, eV: 0.000

Last column: Mulliken spin population.
Geometry (Å):
Pd: 0.83513 -1.65420 2.23320  1.5225
F: 1.29342 0.02885 1.15070  0.4142
C: -3.90064 -3.31915 -0.51231  0.0017
O: -2.80575 -3.17245 0.38187  0.0031
C: -1.89309 -2.26429 0.26632  0.0044
O: -1.01062 -2.12269 1.09993  0.0571
O: -2.01564 -1.53697 -0.82593  0.0007
C: -0.99756 -0.58847 -1.11976  -0.0050
H: -3.55853 -3.29851 -1.54412  0.0000
H: -4.66280 -2.54992 -0.36833  0.0000
H: -4.41508 -4.24190 -0.25931  0.0001
H: 0.01116 -0.98605 -0.99998  0.0025
H: -1.05526 0.28910 -0.47378  -0.0010
H: -1.08986 -0.24108 -2.14383  -0.0001
C: 1.75566 3.49828 2.14762  -0.0013
Cl: 2.45104 4.70699 3.28264  0.0001
Cl: 2.05594 4.08326 0.49747  0.0002
H: 2.28302 2.57301 2.35512  0.0001
H: 0.70544 3.33954 2.36637  -0.0001
C: 3.10889 1.49813 -1.38815  -0.0023
Cl: 3.94522 2.84124 -2.19621  0.0007
Cl: 3.31062 -0.04623 -2.22891  0.0006
H: 3.59501 1.44098 -0.42146  0.0009
H: 2.05429 1.72254 -1.29916  0.0010


No. 2
Density functional theory data (the ωB97M-V functional and the def2-TZVPD basis) for a structure of composition C32H61F3NO26Ti.

## Properties
Frontier orbital gap (alpha / beta), Ha: 0.1946 / 0.3764
HOMO level (alpha / beta), eV: -5.15 / -10.19
E, a.u.: -4415.9265
F_max, eV/A: 2.02
LUMO level (alpha / beta), eV: 0.142 / 0.054
Spin multiplicity: 4
Energy above the lowest of the compared OMol25 structures with the same formula, charge and spin, eV: 0.000

Last column: Mulliken spin population.
Geometry (Å):
Ti: -15.58344 -18.99427 -25.75957  3.0172
N: -14.70642 -21.50638 -25.12987  -0.0414
O: -14.56787 -22.41862 -24.33791  0.0540
O: -13.80987 -20.66253 -25.40386  -0.0489
O: -15.81982 -21.30890 -25.70908  -0.0966
C: -16.94795 -24.35991 -27.70446  0.0004
C: -17.38920 -25.78688 -27.43692  0.0001
O: -17.25427 -26.00007 -26.03138  -0.0011
C: -17.26871 -27.22547 -25.51714  -0.0001
O: -17.26538 -28.24809 -26.14475  0.0000
O: -17.40101 -27.19891 -24.20188  0.0000
C: -17.01072 -26.03361 -23.46191  -0.0005
H: -16.18652 -24.02172 -27.00427  0.0019
H: -17.84479 -23.76990 -27.50599  -0.0011
H: -16.62311 -24.15680 -28.72160  0.0000
H: -16.85666 -26.50207 -28.07185  0.0000
H: -18.43977 -25.96840 -27.67543  0.0000
H: -17.85378 -25.33877 -23.52488  0.0002
H: -16.12729 -25.54610 -23.86760  0.0004
H: -16.87693 -26.31650 -22.42482  0.0000
C: -10.63069 -18.66822 -25.83632  0.0123
C: -12.08010 -18.28154 -25.93845  0.0366
O: -12.19168 -16.85013 -26.01206  0.0012
C: -13.39691 -16.32459 -25.92308  0.0236
O: -14.43877 -16.93804 -25.85979  0.0636
O: -13.30114 -15.01227 -25.87435  0.0015
C: -14.51981 -14.28042 -25.70963  -0.0001
H: -10.61136 -19.76059 -25.85294  0.0001
H: -10.15951 -18.31324 -24.92049  0.0001
H: -9.99467 -18.36661 -26.67144  -0.0004
H: -12.56877 -18.72511 -25.06776  -0.0014
H: -12.57210 -18.69551 -26.82020  -0.0263
H: -14.97174 -14.54977 -24.75355  0.0002
H: -15.25041 -14.53699 -26.47528  0.0025
H: -14.24370 -13.23530 -25.74147  0.0006
C: -11.61555 -21.17421 -30.44556  0.0001
C: -12.51889 -20.55773 -29.39461  -0.0018
O: -13.76129 -21.24373 -29.36847  -0.0002
C: -14.82621 -20.60404 -28.90553  -0.0023
O: -14.82055 -19.53682 -28.34478  -0.0246
O: -15.89242 -21.35083 -29.14823  0.0048
C: -17.14769 -20.83594 -28.71960  0.0287
H: -12.09934 -21.29977 -31.41721  0.0000
H: -11.36687 -22.19140 -30.13478  -0.0001
H: -10.68621 -20.62517 -30.57553  0.0000
H: -12.65172 -19.48206 -29.50936  -0.0003
H: -11.95745 -20.69154 -28.46152  0.0009
H: -17.21098 -20.60566 -27.65631  0.0494
H: -17.86467 -21.62721 -28.93337  0.0018
H: -17.43830 -19.96026 -29.30029  0.0012
C: -23.59654 -24.79748 -23.86611  0.0000
C: -22.38252 -24.90890 -24.75411  -0.0001
O: -21.28606 -24.26772 -24.10355  0.0002
C: -20.40175 -23.63791 -24.87732  0.0006
O: -20.43883 -23.58725 -26.08081  0.0000
O: -19.49252 -23.08501 -24.09868  0.0040
C: -18.37538 -22.42901 -24.68532  0.0061
H: -23.56685 -23.78722 -23.44390  0.0000
H: -23.52632 -25.47354 -23.01530  0.0000
H: -24.54654 -24.86336 -24.38694  0.0000
H: -22.56607 -24.45345 -25.72941  0.0000
H: -22.08110 -25.92854 -25.00720  0.0000
H: -18.31989 -22.65476 -25.74585  -0.0038
H: -17.48704 -22.80597 -24.19210  -0.0092
H: -18.48053 -21.34713 -24.62452  0.0523
C: -10.94584 -22.00255 -17.38951  0.0000
C: -11.33818 -22.79847 -18.60173  0.0000
O: -11.04452 -22.04484 -19.76672  -0.0001
C: -11.30970 -22.64778 -20.92243  0.0001
O: -11.67545 -23.78820 -21.04334  0.0000
O: -11.18694 -21.76005 -21.90443  -0.0004
C: -11.33181 -22.26372 -23.21847  0.0017
H: -9.86544 -21.90963 -17.28924  0.0000
H: -11.39363 -22.32770 -16.45265  0.0000
H: -11.34423 -20.98515 -17.49480  0.0000
H: -12.36663 -23.17054 -18.52740  0.0000
H: -10.81058 -23.75986 -18.65372  0.0000
H: -12.23211 -22.85097 -23.39146  -0.0002
H: -10.49045 -22.90046 -23.50362  0.0001
H: -11.39242 -21.43619 -23.91822  -0.0012
C: -12.68482 -16.69927 -21.20322  0.0011
C: -13.72066 -17.29492 -22.14096  -0.0017
O: -14.52149 -18.24438 -21.44528  -0.0015
C: -15.32000 -18.98184 -22.19265  -0.0396
O: -15.39188 -18.97250 -23.40179  -0.1063
O: -16.00584 -19.79163 -21.41247  0.0028
C: -16.89442 -20.68544 -22.06673  0.0322
H: -11.91129 -17.43532 -20.99032  0.0000
H: -13.14705 -16.38104 -20.26680  0.0000
H: -12.22449 -15.81986 -21.64934  0.0000
H: -13.14577 -17.80849 -22.91466  0.0029
H: -14.30501 -16.50052 -22.60516  0.0042
H: -17.67745 -20.13072 -22.58603  0.0006
H: -17.41137 -21.26307 -21.30101  0.0009
H: -16.39043 -21.39100 -22.72294  -0.0009
C: -13.66239 -26.65090 -22.04220  0.0000
C: -13.04851 -25.65043 -22.98380  -0.0004
O: -13.49032 -25.86564 -24.31492  -0.0001
C: -12.94262 -26.81542 -25.05099  0.0000
O: -12.04098 -27.53108 -24.73594  0.0000
O: -13.57343 -26.78166 -26.21405  -0.0001
C: -13.28743 -27.71378 -27.23779  0.0000
H: -13.56466 -27.66211 -22.44757  0.0000
H: -14.73234 -26.53137 -21.87083  0.0000
H: -13.22044 -26.65253 -21.04572  0.0000
H: -11.96169 -25.67508 -22.92363  0.0000
H: -13.37735 -24.64755 -22.73042  0.0005
H: -12.23262 -27.64639 -27.52141  0.0000
H: -13.85662 -27.40000 -28.10932  0.0000
H: -13.51039 -28.74788 -26.98682  0.0000
C: -12.81070 -23.54505 -27.15845  -0.0008
C: -13.60739 -24.10934 -28.29989  -0.0007
O: -12.79660 -24.40158 -29.44991  0.0000
C: -13.28610 -25.23645 -30.33070  0.0000
O: -14.30441 -25.86152 -30.24671  0.0000
C: -12.37710 -25.37375 -31.57787  0.0000
F: -11.50301 -24.38358 -31.70079  0.0000
F: -11.68483 -26.52644 -31.46766  0.0000
F: -13.12330 -25.45875 -32.67313  0.0000
H: -13.32894 -23.63817 -26.20464  0.0012
H: -12.59516 -22.49417 -27.35224  0.0001
H: -11.86844 -24.08406 -27.03533  0.0001
H: -14.45578 -23.48816 -28.57322  -0.0006
H: -14.06286 -25.06081 -28.01042  0.0001


No. 3
Density functional theory data (the ωB97M-V functional and the def2-TZVPD basis) for a structure of composition AlBH6O.

## Properties
Frontier orbital gap, Ha: 0.2158
HOMO level, eV: -21.75
E, a.u.: -345.1136
Charge: +2
F_max, eV/A: 7.05
LUMO level, eV: -15.882
Energy above the lowest of the compared OMol25 structures with the same formula, charge and spin, eV: 1.224

Last column: Mulliken charge in e.
Geometry (Å):
Al: 9.49940 1.49407 25.48282  1.3314
B: 8.13099 0.36077 23.69999  -0.1014
H: 7.31002 -0.02472 23.11548  0.2857
H: 8.38663 1.32300 23.28405  0.0128
H: 7.81345 0.44703 24.72759  0.0892
H: 9.00570 -0.25179 23.54547  0.0300
O: 11.12387 2.85099 24.72855  -0.4833
H: 11.75316 3.14269 25.38819  0.4306
H: 11.54159 3.05469 23.89174  0.4048


No. 4
Density functional theory data (the ωB97M-V functional and the def2-TZVPD basis) for the ion C4H9N2O2 with charge -2.

## Properties
Frontier orbital gap (alpha / beta), Ha: 0.2147 / 0.2065
HOMO level (alpha / beta), eV: 1.36 / 1.34
E, a.u.: -417.5932
Charge: -2
F_max, eV/A: 1.06
LUMO level (alpha / beta), eV: 7.203 / 6.962
Spin multiplicity: 2
Energy above the lowest of the compared OMol25 structures with the same formula, charge and spin, eV: 3.680

Last column: Mulliken spin population.
Geometry (Å):
N: -2.63349 -0.13401 -0.57939  0.0017
C: -1.56973 0.83589 -0.48176  0.0126
C: -0.72314 0.59318 0.79127  0.0090
N: -0.20304 -0.78460 0.81988  0.0171
C: 1.15882 -1.13157 0.41866  0.3058
C: 2.14235 0.06119 -0.25097  -0.1185
O: 2.30145 1.01466 0.63430  0.3484
O: 3.12256 -0.54857 -0.85570  0.2417
H: -2.72628 -0.37781 -1.55435  0.0011
H: -1.92435 1.89290 -0.36105  0.0041
H: 1.33842 0.44829 -0.97810  0.2015
H: -0.83833 0.82711 -1.31533  -0.0013
H: -1.43640 0.66506 1.62887  0.0010
H: 0.05492 1.32844 0.95081  -0.0008
H: -0.89532 -1.26304 0.24521  -0.0029
H: 1.75118 -1.53224 1.24313  -0.0097
H: 1.08037 -1.89487 -0.35548  -0.0111